A structure of composition C23H31NO6Se2Te2Zr in a non-equilibrium geometry. Source: OMol25; level of theory: ωB97M-V with the def2-TZVPD basis set.

Geometry as XYZ:
```
66
C23H31NO6Se2Te2Zr, DFT ωB97M-V with the def2-TZVPD basis set
Te -3.6629 -0.4845 3.9507
Te -2.9836 2.1065 4.1767
Zr -0.7674 0.0565 1.3038
Se -1.7854 2.4422 1.9907
Se -1.3010 -1.2122 3.6751
O -2.6830 -0.4449 0.9318
O -0.3085 0.2972 -0.5961
O 1.1097 1.4109 1.9614
O 2.1345 -3.1988 2.4344
O -4.1268 -1.7717 -0.1752
O 1.1932 -1.2237 2.0801
N -0.8753 -2.2274 0.9611
C -1.3230 3.6890 -0.9684
C 1.1916 -2.4283 1.9535
C -2.0499 -2.6600 0.5328
C 0.3510 -2.5082 -2.3847
C -0.1049 0.6265 -1.9277
C 1.7517 0.8515 4.2671
C 0.5296 1.5272 -4.5410
C 1.4829 2.3632 0.9260
C 1.1039 0.3823 -4.0289
C -2.3263 -4.0040 0.3718
C -3.0485 1.8165 -1.2503
C -0.7734 1.7405 -2.4898
C 0.8081 -0.0913 -2.7552
C 1.4486 -1.4365 -2.4464
C -0.4158 2.1639 -3.7719
C 0.0608 -3.1058 1.2881
C 2.4033 -1.4206 -1.2565
C -3.0771 -1.5613 0.3703
C -1.3387 -4.9204 0.6800
C -0.1216 -4.4647 1.1718
C 1.4733 1.9318 3.2552
C -1.8934 2.5913 -1.8838
C 2.9035 2.1296 0.4604
H 0.6689 -5.1347 1.4815
H 0.7424 -3.4641 -2.0218
H 3.3118 -0.8718 -1.5160
H 2.9855 1.1546 -0.0231
H 2.0029 1.3291 5.2171
H -3.6338 1.3090 -2.0211
H -0.3605 4.0460 -1.3444
H -2.3287 3.1046 -2.7386
H -1.1905 3.3363 0.0523
H 2.3665 2.5422 3.1170
H 0.7835 1.8909 -5.5291
H -1.5227 -5.9817 0.5706
H 1.9640 -0.9402 -0.4012
H 2.0687 -1.6796 -3.3090
H 0.8023 2.2329 0.0976
H -3.3063 -4.3002 0.0223
H -3.7075 2.4920 -0.7028
H -2.7096 1.0691 -0.5589
H -0.9366 3.0202 -4.1833
H 3.6169 2.1715 1.2868
H 2.5926 0.2292 3.9526
H 3.1739 2.8981 -0.2696
H 0.6634 2.5799 3.5851
H 0.8796 0.2224 4.4258
H 2.7771 -2.6469 2.9039
H 1.3424 3.3697 1.3159
H -0.0598 -2.6702 -3.3833
H -0.4664 -2.1906 -1.7456
H 2.7001 -2.4412 -0.9882
H 1.8089 -0.1788 -4.6331
H -2.0086 4.5401 -0.9266
```

For the HOMO energy, the calculation gives -6.659 eV. Its orbital gap is 5.4 eV. As for the LUMO energy: -1.27 eV.

natural (NBO) population analysis, charges in e, atoms 1 to 4: Te 0.17; Te 0.14; Zr 1.98; Se -0.59



A cluster of 2 separate species, C4H7NO2 in total in a non-equilibrium geometry. Source: OMol25; level of theory: ωB97M-V with the def2-TZVPD basis set.

Geometry as XYZ:
```
14
C4H7NO2, DFT ωB97M-V with the def2-TZVPD basis set
O -3.1988 -0.3464 0.3502
O -1.0556 2.0542 1.6168
N -2.0497 0.0766 0.9640
C -1.7471 1.2418 1.1891
C 0.8233 -0.1197 -0.9282
C 2.0300 0.6163 -0.4318
C 0.6726 -1.3663 -0.5977
H -3.4917 -1.2659 0.7848
H 2.4272 -0.0818 0.3205
H 2.7201 0.8026 -1.1962
H -0.2820 -1.8730 -0.6741
H 0.0277 0.4634 -1.3421
H 1.7003 1.5969 -0.0733
H 1.4237 -1.7988 0.0180
```

The SMILES is O=C=NO.C=CC. For the HOMO energy, the calculation gives -9.483 eV. Its orbital gap is 9.5 eV. As for the LUMO energy: -0.02 eV.

natural (NBO) population analysis, charges in e, atoms 1 to 4: O -0.53; O -0.46; N -0.29; C 0.79



A structure of composition C18H17IN4OSn. Source: OMol25; level of theory: ωB97M-V with the def2-TZVPD basis set.

Geometry as XYZ:
```
42
C18H17IN4OSn, DFT ωB97M-V with the def2-TZVPD basis set
I -0.0532 -2.9971 1.5054
Sn -0.2540 0.6937 -1.6030
O -1.7427 -0.1651 -0.1854
N -3.1681 -1.2195 1.1731
N -0.1521 1.9524 0.3152
N -0.0412 -1.6553 -2.0005
N 1.7354 -0.1318 -0.7875
C 1.4343 -3.4826 -2.3245
C 3.4523 -1.7710 -0.8905
C 2.5827 0.6940 -0.1637
C 4.3273 -0.9151 -0.2393
C 1.1678 -2.2036 -1.8589
C 0.4164 -4.2013 -2.9292
C -2.5832 4.5638 0.9785
C -0.4312 3.2623 2.2811
C -0.8114 2.8575 0.9287
C -0.8393 -3.6273 -3.0618
C -1.0201 -2.3415 -2.5896
C -0.8491 -1.0435 1.8523
C -1.9527 -0.7864 0.8740
C -1.1067 4.2470 2.9335
C -2.1716 4.8974 2.2815
C -1.9342 3.5685 0.3145
C 2.1601 -1.3532 -1.1589
C 3.8843 0.3458 0.1300
H -0.8310 4.5501 3.9341
H 4.5306 1.0501 0.6322
H -1.9734 -1.8344 -2.6858
H -3.4015 5.1025 0.5210
H 2.4138 -3.9242 -2.2221
H -3.3542 -1.7406 2.0147
H 5.3396 -1.2299 -0.0271
H -2.2124 3.2808 -0.6920
H 0.4090 2.7488 2.7298
H -0.0526 -0.3153 1.7127
H -3.9256 -1.0743 0.5220
H -1.2091 -1.0407 2.8773
H 2.1785 1.6582 0.1178
H 3.7841 -2.7544 -1.1837
H 0.6034 -5.2010 -3.2969
H -1.6563 -4.1559 -3.5310
H -2.6927 5.6923 2.8019
```

As for the net charge: +2. For the HOMO energy (alpha / beta), the calculation gives -14.366 / -14.401 eV. Its orbital gap (alpha / beta) is 6.1 / 6.1 eV. As for the LUMO energy (alpha / beta): -8.29 / -8.29 eV.

natural (NBO) population analysis, charges in e, atoms 1 to 4: I 0.19; Sn 1.40; O -0.74; N -0.74



A structure of composition C5H8O2. Source: OMol25; level of theory: ωB97M-V with the def2-TZVPD basis set.

Geometry as XYZ:
```
15
C5H8O2, DFT ωB97M-V with the def2-TZVPD basis set
O -2.1810 -0.0537 0.0367
O -0.4458 1.7092 1.1103
C -0.8460 -1.2106 -1.2798
C -0.9378 -0.2115 -0.2773
C 1.4220 0.7947 -0.1824
C 1.2593 -0.1167 0.9897
C 0.0559 0.6164 0.4131
H -2.2578 -0.7564 -0.9837
H 1.6239 0.3687 -1.1602
H 1.5801 0.2452 1.9613
H -1.3215 1.4546 1.4355
H -0.0251 -1.2268 -1.9941
H 1.3302 -1.1884 0.8303
H 1.8515 1.7753 -0.0028
H -1.1080 -2.2000 -0.8967
```

For the HOMO energy, the calculation gives -8.810 eV. Its orbital gap is 9.6 eV. As for the LUMO energy: 0.82 eV.

natural (NBO) population analysis, charges in e, atoms 1 to 4: O -0.66; O -0.68; C -0.87; C 0.52



The molecule C24H30N6O5 in a non-equilibrium geometry. Source: OMol25; level of theory: ωB97M-V with the def2-TZVPD basis set.

Geometry as XYZ:
```
65
C24H30N6O5, DFT ωB97M-V with the def2-TZVPD basis set
O -3.7453 2.9427 -3.1290
O 0.3962 0.0447 -0.3623
O -1.7870 -4.9574 2.6292
O 3.7859 -0.2198 0.4500
O 4.0512 0.1358 -2.2988
N 1.8402 -1.3738 -1.3412
N -0.4446 3.5231 -1.6421
N 0.1404 1.6705 -2.4036
N 0.5433 2.7097 -1.7215
N 2.0178 -0.3614 1.8485
N -1.1140 1.7584 -2.7888
C -0.8957 -4.2209 1.9143
C 0.3504 -4.0213 2.5141
C -1.1318 -3.6748 0.6587
C -3.0614 -5.1922 2.0801
C 1.4386 2.0230 2.1228
C 4.0418 -1.2499 -2.4924
C -4.5384 4.8853 -2.3877
C 1.0294 -0.2920 -1.3423
C 2.6061 -1.8268 -2.4815
C -4.8216 3.7505 -3.0966
C 1.0834 -2.7193 0.6218
C 2.1887 -1.9319 -0.0344
C 2.3098 0.8411 2.6047
C -6.0587 3.3088 -3.7920
C -0.1465 -2.9356 0.0239
C 0.9458 0.5173 -2.6452
C -1.4758 2.9419 -2.2992
C -2.7592 3.5581 -2.4377
C 1.3217 -3.2855 1.8746
C 1.9408 0.6294 4.0787
C 2.7375 -0.7424 0.7984
C 0.5894 2.4425 3.3267
C 0.5252 1.1881 4.1937
C -3.2007 4.7652 -1.9583
H -2.6275 5.4577 -1.3784
H 1.0801 -0.7272 1.9358
H -0.3951 2.7960 3.0270
H 2.2826 -3.1436 2.3478
H 2.6551 -2.9194 -2.4526
H 0.2423 1.4014 5.2235
H 4.4873 -1.4485 -3.4716
H -5.2042 5.7025 -2.1987
H 4.0304 0.2966 -1.3366
H -0.3554 -2.5259 -0.9517
H 4.6477 -1.7482 -1.7271
H -6.8377 4.0542 -3.6645
H -3.5962 -5.7845 2.8208
H -3.6025 -4.2569 1.9058
H 3.3758 1.0338 2.4656
H 2.6168 1.2061 4.7104
H 2.0903 -1.5337 -3.3946
H -2.9980 -5.7564 1.1440
H -5.8666 3.1696 -4.8553
H 0.8043 1.6850 1.3038
H 0.4670 -0.0530 -3.4438
H -2.0771 -3.8148 0.1594
H 2.0121 -0.4195 4.3642
H 1.9555 0.8324 -2.9269
H 1.0863 3.2418 3.8787
H -6.4018 2.3575 -3.3873
H 2.0473 2.8428 1.7483
H -0.1947 0.4811 3.7777
H 3.0438 -2.5996 -0.1930
H 0.5290 -4.4585 3.4834
```

The SMILES is COc1ccc([C@H](C(=O)NC2CCCC2)N(CCO)C(=O)Cn2nnc(-c3ccc(C)o3)n2)cc1. For the HOMO energy, the calculation gives -8.005 eV. Its orbital gap is 8.6 eV. As for the LUMO energy: 0.64 eV.

natural (NBO) population analysis, charges in e, atoms 1 to 4: O -0.38; O -0.63; O -0.49; O -0.69



A structure of composition C29H27BN9O3ReS in a non-equilibrium geometry. Source: OMol25; level of theory: ωB97M-V with the def2-TZVPD basis set.

Geometry as XYZ:
```
71
C29H27BN9O3ReS, DFT ωB97M-V with the def2-TZVPD basis set
Re 0.7237 0.0749 -0.6031
S 2.5003 -0.9748 0.7098
O 0.6538 1.6143 0.7392
O 2.3834 0.3303 -1.6816
O -2.5258 4.2869 -0.1551
N 0.9788 -1.9754 2.8756
N -2.2617 -0.4497 -0.8426
N 0.1218 1.7076 -1.6417
N 0.1455 -3.0926 1.0036
N -0.8271 -1.7292 -2.4851
N 0.3619 -1.5190 -1.8622
N -0.5376 2.6839 -0.9014
N 2.8156 -0.9498 3.3611
N -1.2645 -0.1777 0.0389
C 1.1088 -1.9830 4.2608
C -1.3512 -2.7048 2.8253
C -0.1183 -2.6151 2.1960
C -0.7214 -2.8080 -3.2527
C 0.3485 1.9407 -2.8949
C 1.2982 1.2046 -3.6519
C 2.3416 0.8094 -5.7956
C -2.3627 -3.3618 2.1471
C -2.0879 4.8513 3.3772
C -3.4319 -0.3078 -0.2255
C 3.3891 -0.0088 -3.7700
C 2.2557 -1.3545 4.5575
C -0.3652 3.3561 2.6718
C 3.3790 0.1272 -5.1368
C 2.3355 0.5012 -3.0000
C 1.2017 -2.5031 -2.2431
C -3.2153 0.0665 1.0954
C -0.8512 3.3931 1.3571
C -0.9658 4.0764 3.6792
C -1.8414 0.1290 1.2155
C -2.5864 4.9043 2.0939
C 1.3330 1.3606 -5.0547
C -2.1063 -3.8863 0.8894
C -1.9761 4.1846 1.0654
C 4.0650 -0.2001 3.2255
C -0.8395 -3.7178 0.3583
C 2.0383 -1.3235 2.3292
C 0.5614 -3.3396 -3.1329
C -0.2048 2.5463 0.3505
B -2.0537 -0.7644 -2.3661
H 2.1997 -2.5421 -1.8375
H -2.8684 -4.4112 0.3303
H 0.9596 -4.2118 -3.6221
H -3.3444 -3.4479 2.5950
H -1.2300 0.3942 2.0632
H -4.3495 -0.4749 -0.7671
H -0.5914 -4.1036 -0.6247
H 4.1902 -0.5240 -3.2560
H -1.5380 -2.2486 3.7871
H -3.4521 5.5052 1.8481
H -3.9529 0.2674 1.8532
H 0.5055 2.7453 2.8736
H -1.5663 -3.1349 -3.8378
H -0.5738 4.0469 4.6869
H 2.7257 -1.1633 5.5064
H 4.1909 -0.2949 -5.7156
H 4.5021 -0.0994 4.2140
H 0.5394 1.9208 -5.5358
H -1.9759 3.7791 -0.7841
H -3.0233 -1.3641 -2.7518
H -2.5734 5.4239 4.1575
H 2.3540 0.9158 -6.8714
H -0.1475 2.8031 -3.3335
H -1.8491 0.2535 -2.9843
H 4.7514 -0.7314 2.5726
H 3.8619 0.7812 2.8039
H 0.4107 -2.4861 4.9035
```

As for the net charge: +1. For the HOMO energy (alpha / beta), the calculation gives -10.548 / -10.561 eV. Its orbital gap (alpha / beta) is 6.3 / 6.6 eV. As for the expectation value of S²: 0.804. As for the multiplicity: 2. As for the LUMO energy (alpha / beta): -4.27 / -4.01 eV.

Löwdin population analysis, charges in e, atoms 1 to 4: Re 1.47; S 0.75; O -0.23; O -0.30



We obtain energy above the lowest of the compared OMol25 structures with the same formula, charge and spin values of 0.936; 4.652; 0.084; 3.947; 0.057; 0.846 eV for the records listed above, in that order.